(1)
Molecular formula: C32H35AuN3P
Method: DFT, ωB97M-V with the def2-TZVPD basis set

CARTESIAN COORDINATES (ANGSTROEM)
Au -0.178 -0.873 0.103
C 4.371 -0.647 0.185
C 3.044 -0.697 -0.202
N 2.033 -1.084 0.554
C 2.280 -1.633 1.779
C 3.602 -1.660 2.277
C 4.632 -1.133 1.455
C 3.840 -2.257 3.551
C 2.824 -2.843 4.224
C 1.472 -2.756 3.763
C 1.128 -2.230 2.524
N -0.122 -2.099 1.942
C -1.261 -2.325 2.574
C -1.533 -2.420 3.888
C -2.828 -2.758 4.361
C -3.908 -2.851 3.527
C -3.784 -2.482 2.207
C -4.869 -2.295 1.347
C -4.761 -1.831 0.085
C -3.409 -1.409 -0.247
N -2.344 -1.637 0.471
C -2.471 -2.186 1.700
H 5.189 -0.180 -0.402
H 2.701 -0.209 -1.153
H 5.631 -1.133 1.800
H 4.868 -2.338 3.913
H 2.997 -3.302 5.172
H 0.830 -3.446 4.310
H -0.772 -2.268 4.668
H -3.059 -2.903 5.436
H -4.888 -3.011 3.902
H -5.892 -2.411 1.721
H -5.618 -1.745 -0.592
H -3.272 -0.990 -1.258
C -0.241 1.337 -4.177
C -0.266 0.295 -3.039
C 0.866 -0.748 -3.162
C -1.587 -0.493 -3.209
P -0.128 1.037 -1.369
C 1.473 1.831 -1.247
C 2.280 2.173 -2.339
C 3.460 2.902 -2.093
C 3.832 3.251 -0.762
C 3.036 2.874 0.314
C 1.889 2.102 0.064
C -1.401 2.321 -0.993
C -1.185 3.523 -1.921
C -1.237 2.801 0.451
C -2.766 1.814 -1.178
H -0.258 0.759 -5.136
H 0.624 2.047 -4.162
H -1.216 1.907 -4.170
H 1.024 -0.984 -4.194
H 0.653 -1.684 -2.597
H 1.812 -0.400 -2.776
H -1.583 -0.978 -4.219
H -2.410 0.203 -3.334
H -1.825 -1.211 -2.439
H 2.038 1.912 -3.342
H 4.096 3.125 -2.964
H 4.683 3.908 -0.528
H 3.211 3.117 1.354
H 1.284 1.804 0.897
H -0.172 3.926 -2.038
H -1.739 4.323 -1.457
H -1.544 3.454 -2.876
H -0.458 3.547 0.690
H -1.124 1.941 1.140
H -2.209 3.184 0.694
H -2.950 1.398 -2.151
H -3.407 2.701 -0.878
H -3.028 1.025 -0.441

Properties
DFT total energy ... -1881.13190 hartree
LUMO energy (spin up / spin down) ... -5.868 / -8.075 eV
Expectation value of S² ... 2.06
Energy relative to the best compared isomer or geometry (same formula, charge and spin) ... 13.3 kcal/mol
E_HOMO (spin up / spin down) ... -13.6 / -14.3 eV
HOMO-LUMO gap (spin up / spin down) ... 7.8 / 6.2 eV
Spin multiplicity ... 3
Net charge ... +2

How positive or negative is each atom? The Mulliken charges in e answer that: Au 0.918; C -1.234; C -0.242; N 0.036; C 0.217; C 1.244; C -0.669; C -0.828; C -1.071; C -0.772; C 0.107; N -0.233; C -0.220; C -0.348; C -0.873; C -0.885; C 1.075; C -0.568; C -1.277; C 0.252; N -0.088; C 0.471; H 0.426; H 0.598; H 0.518; H 0.428; H 0.448; H 0.719; H 0.731; H 0.367; H 0.450; H 0.391; H 0.458; H 0.367; C -1.351; C 1.401; C -1.470; C -1.949; P 0.152; C 0.625; C -0.194; C -0.971; C -0.660; C -0.820; C -0.274; C 2.381; C -2.041; C -1.724; C -1.685; H 0.538; H 0.269; H 0.264; H 0.572; H 0.224; H 0.440; H 0.519; H 0.608; H 0.218; H 0.462; H 0.441; H 0.442; H 0.502; H 0.515; H 0.321; H 0.546; H 0.497; H 0.302; H 0.248; H 0.622; H 0.177; H 0.588; H 0.349

***

(2)
Molecular formula: C32H35CdN7O2
Method: DFT, ωB97M-V with the def2-TZVPD basis set

CARTESIAN COORDINATES (ANGSTROEM)
Cd -1.742 -0.162 -0.193
C -1.908 -0.537 3.273
N -1.794 0.326 2.093
C -1.473 1.558 2.274
C -1.292 2.472 1.186
C -1.056 3.847 1.227
C -0.998 4.273 -0.103
C -1.197 3.129 -0.883
N -1.376 2.039 -0.117
C -0.599 -0.711 4.011
C -0.526 -0.528 5.385
C 0.676 -0.708 6.062
C 1.817 -1.069 5.362
C 1.750 -1.252 3.985
C 0.552 -1.075 3.312
H -2.256 -1.513 2.934
H -2.660 -0.138 3.960
H -1.322 1.950 3.284
H -0.941 4.444 2.120
H -0.831 5.274 -0.468
H -1.202 3.062 -1.963
H -1.415 -0.239 5.935
H 0.720 -0.559 7.134
H 2.754 -1.212 5.886
H 2.637 -1.541 3.433
H 0.490 -1.234 2.242
C 3.405 3.468 0.785
O 4.172 3.231 -0.384
C 4.367 1.938 -0.750
C 3.992 0.841 0.021
C 4.195 -0.444 -0.464
C 4.778 -0.651 -1.707
C 5.223 0.450 -2.430
C 5.004 1.734 -1.971
N 5.069 -1.950 -2.260
N 4.259 -2.889 -2.171
C 2.930 -2.678 -1.678
C 2.499 -3.526 -0.690
C 1.290 -3.335 -0.011
C 0.434 -2.284 -0.328
O -0.651 -2.040 0.330
C 0.815 -1.473 -1.478
N -0.064 -0.510 -1.873
C 0.201 0.220 -2.928
C 1.353 0.033 -3.707
C 2.258 -0.913 -3.322
C 2.035 -1.684 -2.157
H 3.277 4.545 0.849
H 3.922 3.114 1.680
H 2.424 2.991 0.720
H 3.532 0.969 0.991
H 3.887 -1.288 0.138
H 5.723 0.284 -3.377
H 5.322 2.597 -2.543
H 3.166 -4.328 -0.392
H 1.005 -3.989 0.803
H -0.525 0.983 -3.190
H 1.513 0.635 -4.591
H 3.145 -1.084 -3.916
N -4.137 0.589 -0.010
C -5.425 0.098 -0.519
C -5.451 0.003 -2.046
C -5.060 -1.344 -2.667
C -3.578 -1.638 -2.841
N -2.891 -1.888 -1.565
H -4.129 0.592 1.005
H -3.995 1.557 -0.286
H -6.241 0.747 -0.192
H -5.610 -0.887 -0.083
H -4.814 0.795 -2.457
H -6.468 0.228 -2.373
H -5.510 -1.402 -3.660
H -5.513 -2.155 -2.084
H -3.090 -0.788 -3.327
H -3.476 -2.493 -3.515
H -1.979 -2.302 -1.735
H -3.398 -2.576 -1.017

Properties
DFT total energy ... -1941.90173 hartree
LUMO energy ... 0.221 eV
Energy relative to the best compared isomer or geometry (same formula, charge and spin) ... 0.0 kcal/mol
E_HOMO ... -7.0 eV
HOMO-LUMO gap ... 7.2 eV
Net charge ... 0

How positive or negative is each atom? The Mulliken charges in e answer that: Cd 1.429; C -1.573; N 0.242; C -0.064; C 0.221; C -1.168; C -0.601; C -0.893; N 0.451; C 0.398; C -0.477; C -0.577; C -0.478; C -0.644; C 0.163; H 0.338; H 0.403; H 0.333; H 0.484; H 0.436; H 0.403; H 0.340; H 0.369; H 0.395; H 0.464; H 0.312; C -0.653; O -0.466; C 0.882; C -0.229; C -0.417; C -0.281; C -0.212; C -0.716; N -0.432; N -0.605; C -0.306; C -0.393; C -1.010; C 0.932; O -0.774; C 0.587; N 0.161; C -0.398; C -1.080; C -0.838; C 0.657; H 0.244; H 0.339; H 0.201; H 0.462; H 0.481; H 0.454; H 0.428; H 0.401; H 0.496; H 0.469; H 0.425; H 0.558; N -0.526; C -0.895; C -0.536; C -0.823; C -0.598; N -0.303; H 0.185; H 0.163; H 0.431; H 0.459; H 0.313; H 0.328; H 0.380; H 0.342; H 0.241; H 0.397; H 0.163; H 0.210

***

(3)
Molecular formula: C32H35Cl4FN9NbO5S
Method: DFT, ωB97M-V with the def2-TZVPD basis set

CARTESIAN COORDINATES (ANGSTROEM)
Nb -18.593 8.276 14.601
C -18.658 10.280 9.250
C -17.138 10.100 9.466
N -16.682 10.220 10.807
C -17.033 9.367 11.764
S -16.502 9.594 13.405
N -17.680 8.243 11.504
N -17.831 7.515 12.621
C -17.872 6.208 12.542
C -18.271 5.494 11.237
C -17.582 5.435 13.721
C -17.076 4.104 13.616
C -16.264 3.660 14.676
C -16.054 4.520 15.758
C -16.844 5.655 15.943
N -17.540 6.150 14.879
H -18.949 9.788 8.330
H -19.256 9.814 10.065
H -18.925 11.346 9.133
H -16.844 9.091 9.149
H -16.640 10.857 8.923
H -16.238 11.074 11.174
H -18.494 6.331 10.565
H -17.518 4.773 10.851
H -19.204 4.912 11.499
H -17.251 3.541 12.724
H -15.835 2.673 14.702
H -15.284 4.305 16.494
H -16.858 6.299 16.798
C -16.161 11.664 21.170
C -15.739 12.358 19.848
N -15.947 11.450 18.710
C -17.050 11.584 17.895
C -17.482 10.656 16.957
C -18.763 10.936 16.178
O -19.269 12.004 16.062
O -19.236 9.819 15.535
C -16.705 9.492 16.752
O -17.082 8.432 16.065
C -15.442 9.409 17.455
C -14.428 8.467 17.151
C -13.258 8.456 17.843
F -12.267 7.616 17.392
C -13.010 9.235 18.991
C -14.035 10.162 19.338
C -15.152 10.346 18.531
N -11.839 9.143 19.753
C -10.907 10.279 19.897
C -9.973 10.124 21.105
N -9.376 8.746 21.128
C -10.489 7.745 21.163
C -11.276 7.824 19.937
H -15.731 12.190 21.996
H -15.871 10.613 21.265
H -17.263 11.625 21.290
H -14.697 12.592 19.940
H -16.229 13.298 19.637
H -17.652 12.477 18.096
H -14.524 7.819 16.309
H -13.860 10.885 20.147
H -11.453 11.232 19.980
H -10.314 10.317 18.946
H -10.486 10.219 22.077
H -9.148 10.817 21.063
H -8.727 8.604 21.929
H -8.846 8.644 20.228
H -11.083 7.868 22.063
H -9.954 6.770 21.187
H -12.093 7.096 20.001
H -10.762 7.586 18.981
Cl -24.491 6.525 11.561
C -23.071 7.343 11.917
C -22.938 8.670 11.458
Cl -24.131 9.426 10.569
C -21.847 9.400 11.780
Cl -21.713 11.097 11.511
C -20.741 8.830 12.514
O -19.714 9.498 12.947
C -21.016 7.528 13.134
O -20.283 7.107 14.132
C -22.123 6.750 12.718
Cl -22.349 5.190 13.311
N -18.860 7.034 17.629
N -19.608 7.066 16.410
H -19.320 6.425 18.311
H -18.861 7.971 18.074
H -20.586 7.342 16.502
H -19.562 6.119 16.032

Properties
DFT total energy ... -4504.76356 hartree
LUMO energy (spin up / spin down) ... -5.900 / -5.902 eV
Energy relative to the best compared isomer or geometry (same formula, charge and spin) ... 55.9 kcal/mol
E_HOMO (spin up / spin down) ... -10.5 / -10.5 eV
HOMO-LUMO gap (spin up / spin down) ... 4.6 / 4.6 eV
Net charge ... +2

How positive or negative is each atom? The Mulliken charges in e answer that: Nb -0.103; C -0.636; C -0.555; N -0.108; C 0.248; S -0.520; N -1.309; N 1.519; C 1.112; C -1.717; C -0.110; C -1.384; C -0.469; C -1.150; C -0.280; N 0.838; H 0.309; H 0.000; H 0.336; H 0.241; H 0.465; H 0.290; H 0.366; H 0.418; H 0.373; H 0.537; H 0.476; H 0.411; H 0.824; C -1.008; C -0.949; N 0.205; C -0.341; C 0.738; C -0.572; O -0.553; O -0.446; C 0.804; O 0.618; C 0.398; C -0.639; C 0.553; F -0.338; C -1.366; C -0.802; C 0.222; N 0.350; C -0.497; C -0.743; N -0.157; C -0.998; C -0.617; H 0.385; H 0.354; H 0.345; H 0.441; H 0.496; H 0.497; H 0.784; H 0.428; H 0.383; H 0.267; H 0.360; H 0.411; H 0.370; H 0.424; H 0.363; H 0.417; H 0.447; H 0.496; Cl -0.197; C 0.731; C 0.307; Cl -0.185; C -0.053; Cl -0.149; C 0.396; O -0.507; C -0.056; O -0.268; C -0.336; Cl -0.196; N -0.641; N -0.023; H 0.270; H 0.204; H 0.365; H 0.387

***

> net charge of number 1 (C32H35AuN3P)?

+2